DFT (wB97M-V/def2-TZVPD) results for one molecule with the formula C21H25N7O in a non-equilibrium geometry.

- DFT total energy: -1273.863918 hartree
- Gap between HOMO and LUMO: 8.65 eV
- Net charge: 0
- E_LUMO: 0.828 eV
- Structure (SMILES): O=C(Nc1ccccn1)[C@H]1CCCN(c2ncnc3c2nc2n3CCCCC2)C1

Last columns: bonded neighbours and bond lengths (Å).
Element x y z (Å)
1 O -1.24093 2.94147 1.38302  C2 1.211
2 C -0.80233 1.93136 1.88608  O1 1.211, N3 1.364, C10 1.525
3 N -1.20045 0.67475 1.53662  C2 1.364, C4 1.386, H30 1.011
4 C -1.86025 0.27174 0.38607  N3 1.386, C5 1.395, N9 1.330
5 C -2.43576 1.14441 -0.53710  C4 1.395, C6 1.382, H31 1.076
6 C -3.01329 0.59337 -1.66501  C5 1.382, C7 1.390, H32 1.081
7 C -3.00328 -0.78536 -1.83781  C6 1.390, C8 1.385, H33 1.079
8 C -2.41756 -1.56003 -0.85078  C7 1.385, N9 1.320, H34 1.082
9 N -1.86255 -1.04949 0.23280  C4 1.330, C8 1.320
10 C 0.28433 1.98375 2.95482  C2 1.525, C11 1.539, C29 1.544, H35 1.095
11 C -0.08791 1.38858 4.32421  C10 1.539, C12 1.531, H36 1.092, H37 1.093
12 C 0.05414 -0.13254 4.42154  C11 1.531, C13 1.531, H38 1.092, H39 1.092
13 C 1.40074 -0.59029 3.85441  C12 1.531, N14 1.443, H40 1.090, H41 1.096
14 N 1.56441 -0.08833 2.51125  C13 1.443, C15 1.352, C29 1.438
15 C 1.38345 -0.89411 1.44049  N14 1.352, N16 1.340, C20 1.407
16 N 1.29376 -2.21405 1.65483  C15 1.340, C17 1.321
17 C 1.09505 -3.03102 0.63536  N16 1.321, N18 1.318, H42 1.082
18 N 0.92860 -2.73044 -0.63682  C17 1.318, C19 1.333
19 C 1.00350 -1.41748 -0.85617  N18 1.333, C20 1.403, N23 1.364
20 C 1.26723 -0.43838 0.11395  C15 1.407, C19 1.403, N21 1.372
21 N 1.25243 0.79584 -0.48618  C20 1.372, C22 1.306
22 C 0.99038 0.57797 -1.74646  N21 1.306, N23 1.370, C28 1.488
23 N 0.82794 -0.75170 -2.03335  C19 1.364, C22 1.370, C24 1.441
24 C 0.53105 -1.40376 -3.28403  N23 1.441, C25 1.525, H43 1.097, H44 1.094
25 C 1.20009 -0.69837 -4.45939  C24 1.525, C26 1.531, H45 1.092, H46 1.091
26 C 0.40292 0.50952 -4.95797  C25 1.531, C27 1.530, H47 1.092, H48 1.092
27 C -0.15123 1.38754 -3.83385  C26 1.530, C28 1.528, H49 1.092, H50 1.092
28 C 0.87461 1.67963 -2.73947  C22 1.488, C27 1.528, H51 1.091, H52 1.094
29 C 1.58438 1.34680 2.41687  C10 1.544, N14 1.438, H53 1.091, H54 1.097
30 H -0.78765 -0.11267 2.01885  N3 1.011
31 H -2.41096 2.20658 -0.36601  C5 1.076
32 H -3.47098 1.23501 -2.40493  C6 1.081
33 H -3.44437 -1.24323 -2.70985  C7 1.079
34 H -2.37573 -2.63867 -0.92374  C8 1.082
35 H 0.47332 3.05353 3.09411  C10 1.095
36 H -1.10664 1.68388 4.58328  C11 1.092
37 H 0.58119 1.83740 5.06330  C11 1.093
38 H -0.01425 -0.42877 5.46985  C12 1.092
39 H -0.75602 -0.63862 3.89331  C12 1.092
40 H 1.46078 -1.67797 3.81680  C13 1.090
41 H 2.21646 -0.19955 4.47278  C13 1.096
42 H 1.04858 -4.08268 0.88605  C17 1.082
43 H -0.55490 -1.44843 -3.42941  C24 1.097
44 H 0.89730 -2.42885 -3.17934  C24 1.094
45 H 2.20112 -0.38987 -4.15159  C25 1.092
46 H 1.31573 -1.40786 -5.28034  C25 1.091
47 H -0.43334 0.16216 -5.56892  C26 1.092
48 H 1.05079 1.10965 -5.60069  C26 1.092
49 H -1.02221 0.91303 -3.37812  C27 1.092
50 H -0.48760 2.33122 -4.26741  C27 1.092
51 H 0.58969 2.57027 -2.17658  C28 1.091
52 H 1.85309 1.87868 -3.18730  C28 1.094
53 H 1.73951 1.64063 1.37773  C29 1.091
54 H 2.42243 1.71195 3.02311  C29 1.097